# 1
124
Properties=species:S:1:pos:R:3:mulliken_charge:R:1 method="wB97M-V/def2-TZVPD" orbital_gap_ev=9.383 homo_energy_ev=-9.33 max_force_ha_per_bohr=0.194 e_tot_ha=-4554.68438 lumo_energy_ev=0.05
S -2.51 5.05 -0.37 0.97
Si 1.45 1.52 -0.49 -0.31
Si 3.17 -0.79 0.02 0.28
F -3.53 -8.64 0.17 -0.29
F -1.93 -5.19 2.95 -0.14
F -7.76 5.20 -2.99 -0.29
F 3.03 8.23 3.46 -0.24
F -6.70 -3.22 0.80 -0.30
O 3.02 0.78 -0.74 -0.64
O -6.00 2.62 -1.60 -0.18
O -4.80 -2.15 0.30 -0.35
O -3.40 -3.93 0.26 -0.09
O -2.41 5.72 -1.97 -0.50
O 2.98 10.37 2.81 -0.30
O -1.53 5.90 0.49 -0.53
O -1.53 -9.53 3.80 -0.57
O 1.82 -1.28 1.03 -0.49
O -2.55 -1.82 0.08 -0.50
O -7.98 3.00 -2.62 -0.31
O -0.17 -7.77 4.34 -0.33
O 1.79 10.12 0.90 -0.33
O -2.15 -7.39 3.32 -0.25
O 5.52 -1.88 1.27 -0.35
O -0.24 -9.35 -0.37 -0.35
O -7.36 0.86 -2.13 -0.56
O -1.63 -7.57 -0.33 -0.14
O 0.36 -3.57 2.42 -0.57
O -4.01 5.24 0.09 -0.64
O 2.71 12.15 1.40 -0.54
O 0.62 -7.24 -0.55 -0.50
N 0.10 0.72 -1.42 0.60
C -2.40 -8.72 -0.57 0.29
C 0.85 -3.67 1.00 0.07
C -0.36 -4.48 0.20 0.00
C -1.54 -9.84 -0.09 -0.38
C -6.07 4.00 -1.90 -0.22
C -7.13 2.06 -2.12 0.57
C -4.70 -4.41 0.54 -0.43
C -3.50 -2.57 0.20 0.39
C 0.87 -2.15 0.33 0.77
C 4.71 -0.65 1.23 -0.74
C -0.24 -6.39 4.04 -0.14
C 0.99 1.81 1.37 -0.17
C -1.70 -6.17 3.86 0.12
C -1.63 2.55 0.95 -0.59
C 2.24 9.18 2.91 0.26
C 2.52 10.98 1.68 0.61
C -0.45 1.57 -4.80 -0.76
C -0.34 -7.99 -0.42 0.63
C 0.57 0.15 -2.73 0.09
C -5.57 -3.30 0.06 0.31
C -0.17 3.01 1.55 0.11
C 5.00 6.31 2.00 -0.60
C 4.96 -0.62 -3.19 -0.62
C 2.73 5.45 0.08 0.25
C -0.64 0.22 -3.87 -0.51
C 1.59 3.32 -1.27 0.45
C -2.02 3.23 -0.49 0.39
C 3.71 -2.17 -1.28 -0.40
C -7.53 4.22 -2.08 0.37
C 6.86 -1.45 1.76 -0.69
C 1.91 8.84 1.50 0.10
C 2.97 3.96 -0.57 -0.56
C -1.30 -8.33 3.82 0.58
C 4.01 5.86 1.07 -0.28
C 5.12 -1.82 -2.04 -0.54
H -0.65 -3.48 2.42 0.35
H 3.31 3.25 0.32 0.04
H 1.71 3.27 -2.44 0.44
H 1.36 9.34 3.55 0.26
H 0.95 -2.15 -0.84 -0.32
H -0.42 0.04 -0.83 -0.14
H -1.67 0.17 -3.32 0.18
H 0.88 -0.99 -2.68 -0.13
H -3.01 2.67 -0.86 0.32
H 1.52 0.72 -3.18 0.04
H -1.77 1.38 0.88 0.03
H 5.05 0.39 -2.58 0.09
H 3.89 3.96 -1.32 0.34
H 3.92 -0.70 -3.73 0.12
H 0.19 4.06 1.18 -0.50
H 5.89 -0.76 -3.90 0.38
H 5.71 6.73 2.85 0.34
H 2.82 -2.31 -2.03 0.40
H -4.90 -5.35 0.01 0.31
H 4.40 -0.23 2.27 0.40
H -2.24 -5.95 4.78 0.22
H -5.49 4.21 -2.80 0.24
H 0.68 1.67 -5.09 0.23
H 0.17 -5.79 4.86 0.35
H 0.02 -4.95 -0.80 0.27
H -5.83 -3.36 -1.00 0.29
H 1.89 -4.21 0.95 0.22
H -1.23 3.07 -1.35 -0.43
H -1.63 -10.01 0.99 0.21
H 5.40 0.18 0.72 0.42
H -1.49 6.12 -2.04 0.34
H 6.75 -0.58 2.56 0.28
H 7.56 -1.03 0.91 0.25
H 0.34 -6.18 3.13 0.15
H 0.69 4.01 -0.95 -0.38
H 1.78 5.50 0.78 -0.02
H -1.73 -10.77 -0.62 0.28
H 0.44 0.82 1.74 0.17
H -1.08 1.43 -5.78 0.36
H -0.88 2.47 -4.17 0.08
H -0.22 -1.71 0.57 -0.18
H 3.79 -3.17 -0.64 0.26
H 1.91 1.96 2.08 0.47
H -0.57 -0.72 -4.60 0.34
H 7.34 -2.38 2.27 0.24
H -0.32 3.10 2.73 0.45
H -1.18 -3.67 -0.11 0.10
H -2.45 2.92 1.73 0.46
H 2.70 6.31 -0.75 0.35
H 6.03 -1.62 -1.33 0.10
H -8.07 4.44 -1.16 0.28
H -5.66 4.60 -1.08 0.14
H 2.71 8.28 1.00 -0.08
H 0.98 8.28 1.41 0.20
H -2.66 -8.78 -1.63 0.24
H -0.93 -5.24 0.90 -0.37
H -4.80 -4.59 1.62 0.19
H 5.41 -2.79 -2.67 0.36

---

# 2
17
Properties=species:S:1:pos:R:3:mulliken_charge:R:1 method="wB97M-V/def2-TZVPD" orbital_gap_ev=9.615 homo_energy_ev=-8.74 smiles="[H]/N=C/N.CNC" de_lowest_kcal_mol=41.7 max_force_ha_per_bohr=0.044 e_tot_ha=-285.11137 lumo_energy_ev=0.88
N 2.26 0.45 1.13 -0.41
N -1.01 -0.34 -0.68 -0.37
N 2.53 2.23 -0.28 -0.71
C 1.83 1.25 0.13 0.24
C -2.26 -0.98 -1.14 -0.92
C -0.88 -0.55 0.77 -1.01
H 1.94 -0.43 1.44 0.21
H 0.92 1.00 -0.43 0.32
H -3.09 -0.26 -1.04 0.31
H -2.24 -1.22 -2.19 0.34
H -0.03 -0.01 1.15 0.29
H -0.28 -0.94 -1.05 0.23
H 3.05 0.86 1.62 0.25
H -2.72 -1.74 -0.48 0.32
H -0.69 -1.60 1.03 0.33
H 2.44 2.47 -1.26 0.25
H -1.77 -0.18 1.28 0.33

---

# 3
60
Properties=species:S:1:pos:R:3:mulliken_charge:R:1 method="wB97M-V/def2-TZVPD" orbital_gap_ev=8.302 homo_energy_ev=-7.55 smiles=COC[C@@H]1CCCN(Cc2cn(Cc3ccccc3)nc2-c2cc3ccccc3o2)C1 de_lowest_kcal_mol=47.1 max_force_ha_per_bohr=0.029 e_tot_ha=-1322.87728 lumo_energy_ev=0.75
O 2.25 0.54 1.86 -0.42
O -0.33 2.21 0.71 -0.02
N 1.38 -1.92 -1.87 0.68
N -0.67 -1.78 1.99 0.26
N 1.89 -0.75 -1.51 -0.97
C 0.93 -2.61 -0.80 -1.26
C 2.88 2.26 3.49 -1.22
C 1.79 -0.68 -0.18 0.03
C -0.31 3.61 0.76 -0.77
C -2.92 -0.50 0.48 -0.73
C 2.28 0.48 0.50 1.19
C 2.81 1.62 -0.03 -1.50
C -1.64 1.68 0.68 -1.61
C -3.00 -1.84 1.23 -1.18
C 1.11 -2.20 -3.25 -1.15
C 3.66 3.75 1.21 -0.58
C 3.79 4.27 2.48 -0.58
C 3.12 2.47 1.06 0.76
C -0.35 -1.94 -3.53 0.57
C 0.71 -2.16 1.71 -1.71
C -2.23 -0.44 -3.38 -0.60
C -2.54 -2.67 -4.21 -0.56
C 3.41 3.53 3.60 -0.48
C -3.06 -1.43 -3.88 -0.39
C -1.55 0.15 0.68 2.99
C 1.17 -1.85 0.32 1.46
C -0.88 -0.69 -3.21 0.02
C -0.93 -0.35 1.99 -1.60
C -1.65 -2.53 1.20 -0.16
C 2.74 1.75 2.21 0.69
C -1.19 -2.92 -4.02 -0.67
H -3.71 0.17 0.85 0.37
H 0.50 -3.59 -0.92 0.57
H -3.75 -2.48 0.76 0.51
H 4.20 5.26 2.61 0.40
H -0.79 -3.90 -4.27 0.36
H -1.72 -3.53 1.63 0.43
H -0.80 4.05 -0.12 0.31
H 1.34 -1.65 2.44 0.44
H -3.30 -1.68 2.26 0.33
H 3.95 4.32 0.34 0.43
H -3.18 -3.44 -4.59 0.40
H 2.58 1.69 4.36 0.46
H 0.00 0.18 2.18 0.20
H 1.37 -3.24 -3.47 0.45
H -2.21 2.02 1.57 0.45
H -2.17 2.03 -0.22 0.46
H 1.74 -1.54 -3.85 0.32
H 0.73 3.91 0.79 0.12
H 2.95 1.82 -1.08 0.60
H 3.53 3.97 4.58 0.41
H -2.63 0.53 -3.13 0.39
H -3.10 -0.66 -0.59 0.12
H -1.34 -2.64 0.15 0.06
H -0.88 -0.13 -0.14 -1.10
H 0.78 -3.24 1.89 0.54
H -0.82 3.99 1.66 0.32
H -1.62 -0.13 2.82 0.35
H -4.11 -1.23 -4.02 0.41
H -0.23 0.08 -2.81 0.39

---

# 4
20
Properties=species:S:1:pos:R:3:mulliken_charge:R:1 method="wB97M-V/def2-TZVPD" orbital_gap_ev=8.171 homo_energy_ev=-12.21 charge=+1 de_lowest_kcal_mol=0.0 max_force_ha_per_bohr=0.067 e_tot_ha=-1190.22291 lumo_energy_ev=-4.04
S 0.16 -3.41 0.50 -0.27
S 0.78 -1.16 2.40 -0.05
N -0.04 1.49 2.62 -0.26
N 1.38 1.05 0.03 -0.53
N -0.93 1.52 0.14 -0.62
N -0.55 -1.57 -2.71 -0.89
N -0.01 -0.80 -0.08 -0.10
C 0.11 0.59 0.38 0.82
C 0.20 0.37 1.95 0.08
C 0.31 -1.83 0.72 0.30
H 1.63 1.94 0.31 0.21
H -1.72 1.09 -0.33 0.26
H -0.24 -1.16 -1.19 0.25
H -0.52 2.18 2.00 0.32
H -0.05 -2.41 -2.92 0.27
H 0.15 1.78 3.57 0.22
H -0.52 2.21 -0.54 0.26
H -1.54 -1.90 -2.71 0.29
H 1.69 0.80 -0.82 0.17
H -0.30 -0.80 -3.34 0.27

---

# 5
78
Properties=species:S:1:pos:R:3:mulliken_charge:R:1 method="wB97M-V/def2-TZVPD" orbital_gap_ev=7.799 homo_energy_ev=-8.68 smiles="CCO[C@H](OC)[C@@H](CC=O)O[C@@](CCP(=O)(OCC)OCC)(N=C=S)P(O)Cl.O=S1(=O)OCCO1.O=S1(=O)OCCO1" max_force_ha_per_bohr=0.156 e_tot_ha=-4341.24887 lumo_energy_ev=-0.89
Cl -3.73 3.22 -2.84 -0.24
S -6.73 -2.03 0.69 1.12
S -4.42 3.17 0.93 -0.09
S 3.42 -0.92 7.09 1.05
P 0.92 -1.60 -3.17 0.69
P -3.27 1.11 -2.67 0.16
O 1.94 -0.81 -2.29 -0.50
O -0.40 5.76 -2.07 -0.57
O 1.24 -3.32 -3.19 -0.42
O -6.95 -1.11 -0.64 -0.23
O -4.78 0.23 -2.40 -0.38
O 2.83 -2.01 7.82 -0.55
O -7.04 -1.23 1.86 -0.54
O 1.25 1.02 1.36 -0.24
O 4.54 -1.53 6.07 -0.31
O 2.64 0.05 6.36 -0.50
O 4.45 -0.12 8.07 -0.32
O -7.96 -3.07 0.44 -0.30
O -5.49 -2.75 0.54 -0.54
O -1.12 1.91 -1.25 -0.12
O 1.17 -1.04 -4.84 -0.47
O 2.07 2.99 0.13 -0.44
N -2.93 0.67 0.02 -0.62
C -8.76 -2.60 -0.64 -0.35
C 2.39 -0.23 -4.91 0.38
C 1.38 1.80 2.61 -0.22
C -0.53 4.03 -0.14 -0.39
C 2.94 2.87 -1.07 -0.44
C -0.48 2.36 -0.03 -0.16
C 1.67 -3.79 -1.86 -0.16
C 3.29 -3.64 -1.58 -0.64
C 5.78 -0.85 6.27 -0.30
C 1.56 0.66 3.82 -0.83
C 5.79 -0.48 7.75 -0.33
C -0.10 4.52 -1.68 0.12
C -7.82 -1.80 -1.54 -0.35
C -3.77 1.72 0.24 0.37
C -1.19 -0.58 -1.29 -0.48
C 2.78 0.18 -6.47 -0.99
C 1.10 1.89 0.18 0.57
C -0.95 -1.25 -2.72 -0.75
C -2.04 0.81 -1.18 0.70
H 3.67 1.96 -0.93 0.26
H -9.55 -1.96 -0.23 0.29
H 1.34 1.21 -0.77 -0.11
H 2.17 -0.23 3.31 0.21
H 6.62 -1.48 5.99 0.31
H 2.18 1.11 4.73 0.35
H 6.07 -1.34 8.37 0.29
H 5.77 0.05 5.65 0.28
H -0.13 -0.41 -0.77 0.00
H 3.93 -0.06 -6.62 0.28
H 0.48 3.78 -2.40 0.18
H -1.73 -1.38 -0.59 0.39
H 2.33 2.48 2.68 0.23
H -7.21 -2.46 -2.16 0.28
H 3.40 -2.89 -0.65 0.19
H 2.18 0.79 -4.35 -0.12
H 0.07 4.57 0.71 0.35
H -1.67 4.37 -0.03 0.17
H 0.44 2.43 2.90 0.20
H 1.41 -4.94 -1.82 0.30
H 3.57 3.84 -1.23 0.26
H -1.39 -0.76 -3.67 0.48
H -9.22 -3.44 -1.18 0.30
H 1.04 -3.27 -1.02 0.14
H -4.65 -0.46 -1.68 0.31
H 3.76 -3.08 -2.51 0.14
H 6.47 0.35 7.97 0.30
H -1.00 2.12 0.99 0.38
H 0.49 0.27 4.17 0.23
H 3.33 -0.80 -4.50 0.17
H -8.35 -1.09 -2.17 0.33
H -1.42 -2.35 -2.68 0.36
H 2.61 1.34 -6.61 0.28
H 3.77 -4.69 -1.37 0.29
H 2.17 -0.42 -7.28 0.26
H 2.35 2.66 -2.06 0.05

---

# 6
39
Properties=species:S:1:pos:R:3:mulliken_charge:R:1 method="wB97M-V/def2-TZVPD" orbital_gap_ev=9.046 homo_energy_ev=-9.28 smiles="CSCC[C@H](NS(=O)(=O)c1ccc(C)c(C(=O)O)c1)C(=O)O" max_force_ha_per_bohr=0.020 e_tot_ha=-1808.19434 lumo_energy_ev=-0.23
S -1.34 1.49 1.61 1.33
S 0.00 -2.24 0.69 0.01
O -4.67 -0.36 -1.12 -0.59
O 4.48 -0.42 0.09 -0.60
O -2.20 2.57 1.17 -0.80
O -1.08 1.35 3.01 -0.71
O -4.35 1.45 0.11 -0.52
O 3.32 -0.63 1.97 -0.43
N -2.09 0.11 1.10 -0.38
C -2.14 -1.35 -0.92 -1.10
C 1.44 2.38 -1.18 -0.92
C 2.52 1.57 -0.83 0.95
C 2.41 0.77 0.32 0.56
C -0.66 -1.73 -0.94 -0.67
C -3.94 0.35 -0.48 0.42
C 3.74 1.59 -1.68 -1.54
C 0.18 1.58 0.69 0.22
C 3.51 -0.13 0.74 0.42
C 1.24 0.79 1.08 -1.07
C -2.43 0.02 -0.31 0.51
C -0.80 -3.87 0.85 -0.99
C 0.27 2.39 -0.43 -0.57
H 1.51 3.01 -2.05 0.38
H -0.56 3.03 -0.69 0.58
H -2.51 -1.33 -1.95 0.40
H 1.15 0.18 1.96 0.66
H -2.72 -2.10 -0.38 0.31
H -1.88 -3.75 0.91 0.28
H 3.65 2.33 -2.47 0.38
H -0.04 -0.88 -1.24 0.21
H -1.64 -0.72 1.47 0.34
H -1.88 0.80 -0.86 0.14
H -0.52 -4.49 0.01 0.31
H -0.49 -2.56 -1.62 0.59
H 4.62 1.81 -1.07 0.36
H -0.42 -4.30 1.77 0.39
H -3.63 1.95 0.57 0.47
H 4.05 -1.23 2.20 0.35
H 3.91 0.61 -2.12 0.30